(1)
11
Properties=species:S:1:pos:R:3:mulliken_charge:R:1 method="wB97M-V/def2-TZVPD" relative_energy_ev=5.960 molar_mass_g_mol=120.1 e_tot_ev=-20043.5226
C -3.129 0.974 0.155 -0.82
C -1.862 0.766 -0.003 0.56
N 2.554 -1.495 -0.400 -0.45
N -0.757 0.433 -0.401 -0.34
O 0.544 0.377 0.257 -0.31
O 2.854 0.606 1.068 -0.38
S 2.476 0.179 -0.248 0.66
H -3.676 0.067 0.528 0.21
H -3.450 1.905 -0.099 0.28
H 2.406 -2.213 0.365 0.31
H 2.040 -1.597 -1.223 0.27



(2)
73
Properties=species:S:1:pos:R:3:mulliken_charge:R:1 method="wB97M-V/def2-TZVPD" charge=-1 molar_mass_g_mol=526.4 e_tot_ev=-56912.6940
C 2.608 -3.567 1.466 -1.05
C 1.722 -3.010 0.224 0.09
O 0.318 -2.800 0.554 -0.51
B 0.047 -1.408 0.862 0.94
O 1.064 -0.713 1.600 -0.48
C -1.398 -0.745 0.401 0.43
C -2.546 -1.866 0.325 -1.04
C -3.804 -1.503 -0.607 -0.61
C -4.078 -2.723 -1.653 -0.54
S -5.271 -2.041 -2.939 -0.29
C -1.810 0.230 1.647 -0.81
C -3.117 1.133 1.330 -0.16
C -2.829 2.712 1.637 -0.93
C -2.204 3.466 0.370 0.64
O -2.136 3.007 -0.792 -0.53
O -1.631 4.782 0.585 -0.30
C -2.374 5.788 -0.145 -0.25
C -3.510 6.523 0.767 -0.96
O -1.301 0.130 -0.757 0.26
C -0.685 -0.484 -1.874 0.01
O -0.912 -1.627 -2.328 -0.52
C 0.383 0.431 -2.681 -0.62
C 1.801 -0.290 -2.898 -0.46
C 2.971 0.647 -2.352 0.38
O 4.012 0.136 -1.855 -0.55
N 2.902 2.159 -2.341 -0.25
C 3.478 2.521 -1.002 0.25
C 4.888 3.112 -0.786 -0.51
C 5.349 3.388 0.693 -0.37
C 4.430 3.086 1.917 -0.47
C 2.988 2.531 1.686 -0.37
C 2.531 2.256 0.227 0.44
H 3.291 -4.396 1.037 0.28
H 1.980 -4.072 2.275 0.27
H 3.276 -2.764 1.934 0.22
H 2.205 -2.110 -0.289 -0.10
H 1.740 -3.864 -0.558 0.30
H 1.007 0.260 1.496 0.04
H -2.959 -1.977 1.401 0.45
H -2.182 -2.905 0.026 0.39
H -3.739 -0.506 -1.154 0.23
H -4.741 -1.443 0.065 0.30
H -4.529 -3.632 -1.110 0.39
H -3.113 -3.058 -2.164 0.33
H -5.461 -0.697 -2.576 0.12
H -0.972 0.967 1.918 0.13
H -2.035 -0.397 2.585 0.47
H -3.970 0.829 2.033 0.36
H -3.453 1.092 0.242 0.14
H -2.123 2.754 2.532 0.30
H -3.850 3.181 1.896 0.39
H -2.882 5.415 -1.096 0.25
H -1.642 6.622 -0.445 0.33
H -3.130 6.464 1.857 0.23
H -3.621 7.604 0.398 0.35
H -4.512 5.984 0.682 0.24
H -0.091 0.564 -3.729 0.37
H 0.432 1.476 -2.228 0.37
H 1.996 -0.420 -4.032 0.36
H 1.831 -1.327 -2.421 0.27
H 3.533 2.534 -3.075 0.38
H 5.563 3.334 -1.688 0.23
H 6.393 3.821 0.882 0.28
H 4.762 3.250 3.000 0.30
H 2.253 2.289 2.537 0.25
H 1.475 1.844 0.008 -0.16
C 1.756 -7.711 0.553 -0.73
C 2.806 -7.035 1.432 0.64
O 3.992 -7.129 1.027 -0.74
O 2.351 -6.464 2.455 -0.72
H 2.213 -8.188 -0.318 0.29
H 1.228 -8.476 1.129 0.25
H 1.032 -6.970 0.202 0.07



(3)
50
Properties=species:S:1:pos:R:3:mulliken_spin:R:1 method="wB97M-V/def2-TZVPD" relative_energy_ev=4.106 charge=+2 spin_multiplicity=6 molar_mass_g_mol=484.6 e_tot_ev=-40164.2776 s_squared=8.762
P 0.308 -2.647 -2.709 0.92
P -0.040 2.833 -1.765 0.67
C 0.657 0.279 -3.194 0.37
C 1.073 1.640 -2.694 0.18
H 0.393 0.512 -4.238 -0.01
H 1.532 -0.358 -3.249 0.04
H 1.947 1.483 -2.082 0.00
H 1.381 2.170 -3.591 0.02
C -0.932 3.604 -3.187 0.08
H -0.905 4.703 -3.083 0.00
H -1.961 3.255 -3.143 0.00
H -0.486 3.350 -4.158 0.03
C 1.364 3.998 -1.654 0.04
H 1.455 4.620 -2.548 0.02
H 2.292 3.442 -1.484 0.00
H 1.103 4.611 -0.793 0.01
C -0.621 -4.003 -3.422 0.01
H -0.426 -4.918 -2.838 0.02
H -0.344 -4.092 -4.465 0.03
H -1.682 -3.754 -3.337 0.00
C 2.026 -3.124 -2.530 0.01
H 2.501 -2.512 -1.749 0.00
H 2.532 -2.988 -3.499 0.03
H 2.053 -4.188 -2.213 0.01
Ir -0.951 -0.829 -3.001 1.95
C -0.038 1.526 -5.812 -0.01
C -1.370 1.443 -5.522 0.08
C -2.321 0.498 -6.132 -0.01
C -1.823 -0.956 -6.259 -0.04
C -0.844 -1.365 -5.178 -0.03
C 0.504 -1.450 -5.384 0.08
C 1.227 -0.698 -6.458 0.01
C 0.708 0.714 -6.836 0.01
C -0.457 -1.103 -0.910 0.05
H 0.505 2.435 -5.540 -0.01
H -1.913 2.286 -5.093 -0.02
H -2.595 0.841 -7.146 0.00
H -3.224 0.519 -5.509 -0.01
H -2.722 -1.567 -6.116 0.00
H -1.454 -1.122 -7.277 0.00
H -1.388 -1.912 -4.384 0.18
H 1.151 -2.060 -4.737 -0.02
H 1.210 -1.283 -7.400 0.00
H 2.299 -0.643 -6.167 0.00
H 1.599 1.302 -7.090 0.00
H 0.133 0.637 -7.765 0.00
H 0.206 -0.208 -0.864 0.03
H 0.168 -1.975 -0.587 0.03
H -1.242 -0.953 -0.145 0.02
F -2.909 -0.687 -3.329 0.19



(4)
9
Properties=species:S:1:pos:R:3:mulliken_spin:R:1 method="wB97M-V/def2-TZVPD" charge=+3 spin_multiplicity=6 molar_mass_g_mol=243.2 e_tot_ev=-7184.7594 s_squared=8.761
O -0.815 -0.799 1.273 0.61
Ir -2.246 -0.075 0.626 3.26
C 0.491 -0.705 0.731 0.07
C 1.529 -0.602 1.788 0.84
H 0.688 -1.541 0.040 0.05
H 1.351 0.025 2.669 0.01
H 2.547 -0.938 1.586 0.05
Li -0.523 -1.739 2.826 0.00
H 0.643 0.294 0.215 0.11



(5)
51
Properties=species:S:1:pos:R:3:mulliken_charge:R:1 method="wB97M-V/def2-TZVPD" relative_energy_ev=0.000 molar_mass_g_mol=790.0 e_tot_ev=-175736.1264
W 0.463 -0.241 0.056 2.02
C 2.823 -3.027 2.784 -0.60
O 2.928 -2.080 3.845 -0.51
C 2.733 -0.763 3.592 0.25
C 3.316 0.137 4.479 -0.63
C 3.160 1.508 4.334 -0.56
C 2.402 2.031 3.297 -0.91
C 1.804 1.148 2.411 -0.04
C 0.927 1.512 1.289 -0.04
N -0.411 1.075 1.291 0.06
N -1.317 1.977 0.756 -0.83
C -1.448 1.787 -0.504 0.34
O -0.701 0.836 -1.088 -0.71
C -2.364 2.565 -1.353 0.27
C -2.380 2.369 -2.729 -0.25
C -3.239 3.113 -3.524 -0.67
C -4.084 4.048 -2.946 -0.38
C -4.071 4.242 -1.570 -0.63
C -3.214 3.504 -0.773 -0.42
C 1.985 -0.225 2.541 1.03
O 1.389 -0.975 1.583 -0.93
H 3.280 -3.937 3.165 0.31
H 3.370 -2.685 1.904 0.28
H 1.784 -3.213 2.518 0.16
H 3.909 -0.272 5.286 0.45
H 3.634 2.171 5.045 0.38
H 2.263 3.098 3.189 0.50
H 1.104 2.463 0.793 0.56
H -1.717 1.638 -3.172 0.44
H -3.248 2.961 -4.595 0.40
H -4.756 4.627 -3.567 0.38
H -4.732 4.969 -1.119 0.39
H -3.195 3.641 0.300 0.47
Se -2.106 -4.509 0.596 0.10
N -1.706 -4.574 -1.084 -0.80
C -1.025 -3.573 -1.674 0.30
C -0.777 -3.666 -3.062 -0.23
C -0.051 -2.710 -3.729 -1.02
C 0.469 -1.641 -2.992 0.11
N 0.282 -1.559 -1.693 -0.25
C -0.446 -2.468 -0.991 0.44
N -0.409 -2.162 0.313 -0.24
H -1.182 -4.528 -3.577 0.50
H 0.131 -2.776 -4.790 0.40
H 1.045 -0.843 -3.448 0.43
F -2.798 -1.698 0.695 -0.28
B -1.691 -2.377 1.106 0.50
F -1.470 -2.419 2.443 -0.29
Se 4.234 0.758 -2.932 -0.11
C 2.973 0.474 -1.744 0.32
N 2.128 0.269 -0.953 -0.46



(6)
23
Properties=species:S:1:pos:R:3:mulliken_charge:R:1 method="wB97M-V/def2-TZVPD" relative_energy_ev=1.962 smiles=Cc1ccccc1.CC molar_mass_g_mol=122.2 e_tot_ev=-9558.2193
C -0.458 -2.449 0.273 -1.38
C 0.363 -1.298 0.277 1.12
C 0.218 -0.472 -0.865 -0.64
C 1.110 0.582 -1.073 -0.55
C 2.102 0.827 -0.172 -0.37
C 2.310 0.058 1.007 -0.59
C 1.420 -1.006 1.250 -0.64
H -1.045 -2.661 -0.635 0.32
H -1.148 -2.677 1.025 0.36
H 0.269 -3.312 0.551 0.29
H -0.617 -0.616 -1.593 0.26
H 1.024 1.216 -1.912 0.44
H 2.855 1.562 -0.314 0.38
H 3.105 0.364 1.660 0.39
H 1.396 -1.476 2.100 0.61
C -2.189 1.304 -0.748 -0.52
C -3.172 2.067 0.140 -1.05
H -2.655 0.402 -1.117 0.33
H -1.683 2.028 -1.432 0.24
H -1.507 0.849 -0.054 0.13
H -4.034 1.350 0.525 0.23
H -3.584 2.906 -0.291 0.37
H -2.599 2.394 0.956 0.29